No. 1
Density functional theory data (ωB97M-V/def2-TZVPD) for a 2-piece molecular cluster, C5H9N4O4 overall.

For the lowest unoccupied orbital energy, the calculation gives 1.59 eV. The largest force on an atom comes out at 0.7 eV/Å. As for the total charge: -1.

Each line ends with the Löwdin charge.
Element x y z (Å)
C -1.714414 0.904809 0.538644  -0.1127
C -1.607888 0.923898 -0.960644  -0.1540
O -0.198695 0.827306 -1.408884  0.0913
C 0.392716 -0.269221 -1.158500  -0.3725
N 1.695463 -0.519880 -1.395885  0.2525
C 1.907652 -1.726796 -0.918395  -0.4013
N 3.099663 -2.407576 -0.887152  0.1392
N 0.786367 -2.257988 -0.406042  0.1374
N -0.198693 -1.334494 -0.573171  0.1686
H -2.284276 1.771043 0.895143  0.0761
H -0.745763 1.070123 1.014162  0.0675
H -2.184632 -0.010779 0.924010  0.0686
H -2.190128 0.124169 -1.438182  0.1067
H -1.937014 1.856592 -1.407997  0.1260
H 3.274677 -3.200651 -1.472447  0.0903
H 3.809212 -2.111750 -0.242247  0.1038
H 0.641928 -3.139459 0.053876  0.1728
H -1.145939 -1.445456 -0.246504  0.1587
C -0.341794 2.758534 2.297779  -1.0225
O 0.898120 3.081041 2.255331  -0.2140
O -0.747718 1.743624 3.010877  -0.2420
O -1.208841 3.362909 1.526229  -0.2405

Forces on the atoms, in the same order (eV/Å):
-0.4030 -0.3490 -0.2170
-0.5938 0.3564 0.0751
-0.0525 -0.2121 -0.5896
-0.0370 0.1486 0.6249
-0.0353 -0.0374 -0.0021
0.0990 0.0731 -0.0704
-0.0455 -0.1034 0.2352
-0.1878 -0.2004 -0.0906
0.3252 -0.0029 -0.4245
0.3038 0.1251 0.1599
-0.1172 -0.1740 0.2671
0.1484 -0.1372 -0.0189
0.3122 -0.0949 -0.2740
0.2322 0.1352 0.1417
-0.0849 -0.0080 0.0101
0.0810 0.1574 -0.1734
0.0075 0.0485 0.1301
0.0178 0.1572 0.3425
0.1018 -0.1472 -0.3876
-0.0358 -0.0056 0.0860
0.0035 0.0451 -0.0115
-0.0394 0.2256 0.1869



No. 2
Density functional theory data (ωB97M-V/def2-TZVPD) for C39H28CoN2O5P as an isolated structure.

For the lowest unoccupied orbital energy (alpha / beta), the calculation gives 1.95 / 1.95 eV. The largest force on an atom comes out at 0.5 eV/Å. Its spin multiplicity is 2. As for the total charge: -1.

Each line ends with the Löwdin charge.
Element x y z (Å)
Co -0.534140 -0.885899 0.758303  0.4725
O -0.991374 -0.081977 2.577850  -0.0200
C -0.623580 -0.500350 3.672182  -0.1608
C 0.168499 -1.667701 3.934587  -0.1082
C 0.495175 -1.932463 5.266753  0.0384
C 1.234897 -3.037043 5.594203  -0.1690
C 1.668167 -3.935365 4.594430  -0.0032
C 1.354964 -3.707201 3.292484  0.0142
C 0.591285 -2.557502 2.884794  -0.3193
O 0.329487 -2.392935 1.663463  -0.0540
N 1.568304 -3.290484 6.982090  -0.3720
O 2.221232 -4.288785 7.240936  0.0457
O 1.178421 -2.501374 7.827708  0.0443
H -0.929444 0.070570 4.564159  0.1333
H 0.165936 -1.261290 6.050028  0.1245
H 2.246900 -4.799300 4.888543  0.1142
H 1.671992 -4.383005 2.509523  0.1178
O -0.957635 -2.724888 -1.164962  0.0044
C -0.171584 -1.858525 -0.825172  -0.3222
C 1.140150 -1.774418 -1.613870  -0.1979
C 1.323412 -2.633514 -2.692794  -0.0300
C 2.488365 -2.595987 -3.439185  -0.0836
C 3.491332 -1.692355 -3.105453  -0.0882
C 3.313686 -0.823741 -2.039840  -0.0806
C 2.139752 -0.854866 -1.288238  -0.3078
P 1.782219 0.341124 0.059676  1.1525
C 3.444717 1.064919 0.350091  -0.3754
C 4.389290 0.334940 1.073763  -0.1079
C 5.629352 0.877723 1.368182  -0.0954
C 5.938283 2.170734 0.958911  -0.1051
C 5.002384 2.908557 0.250164  -0.0937
C 3.762301 2.357453 -0.054163  -0.0880
C 0.748695 1.551241 -0.843061  -0.3710
C -0.475797 1.633031 0.139535  -0.3203
C 0.011596 2.867471 -0.494196  -0.1309
C -0.742699 3.329299 -1.723151  -0.2207
C -0.395478 2.304456 -2.761248  -0.0294
C 0.390032 1.343095 -2.278998  -0.0391
H 0.525152 -3.329060 -2.921109  0.1121
H 2.619320 -3.266640 -4.280044  0.0961
H 4.407491 -1.656292 -3.682742  0.0964
H 4.089067 -0.108195 -1.795828  0.0982
H 4.146954 -0.669714 1.405748  0.1065
H 6.354645 0.296510 1.924398  0.0979
H 6.904127 2.599534 1.195721  0.0944
H 5.237614 3.915691 -0.072365  0.0974
H 3.034267 2.926388 -0.621008  0.0994
H -0.104421 1.572497 1.157912  0.0977
H 0.464618 3.617430 0.145128  0.1385
H -0.420148 4.332506 -2.019352  0.1334
H -0.840407 2.308878 -3.748623  0.1168
H 0.707945 0.478334 -2.841597  0.1011
N -1.538801 0.720934 -0.041684  0.0539
C -2.577365 0.897272 -0.863023  -0.2135
C -3.392906 -0.357812 -0.970622  -0.1983
C -4.159134 -0.764976 0.117673  -0.0290
C -4.897501 -1.937940 0.060299  -0.0901
C -4.873850 -2.718543 -1.088656  -0.1027
C -4.104286 -2.321509 -2.171833  -0.0873
C -3.364947 -1.149457 -2.109700  -0.0546
C -3.007583 2.050535 -1.512174  -0.1264
C -4.169947 1.983832 -2.349306  -0.0708
C -4.659778 3.017105 -3.074423  -0.1339
C -3.991364 4.298919 -2.998035  -0.1336
C -2.917075 4.477188 -2.224072  -0.0909
C -2.276231 3.390881 -1.395372  -0.1999
H -4.168273 -0.151060 1.010607  0.1170
H -5.489777 -2.244836 0.913967  0.0933
H -5.443637 -3.638827 -1.134227  0.0918
H -4.060644 -2.937932 -3.061403  0.0992
H -2.747787 -0.845521 -2.947038  0.1257
H -4.687065 1.034832 -2.410273  0.1007
H -5.539989 2.894604 -3.691128  0.0740
H -4.381639 5.135434 -3.569628  0.0868
H -2.441770 5.453146 -2.170078  0.0921
H -2.303973 3.722219 -0.344135  0.1426

Forces on the atoms, in the same order (eV/Å):
-0.3440 -0.0549 -0.0220
-0.0636 0.0247 -0.0392
0.0371 -0.0463 0.0081
-0.0267 0.0112 -0.0077
0.0010 0.0311 0.0082
0.0379 -0.0371 0.0813
0.0057 0.0002 0.0129
0.0026 0.0081 0.0004
-0.0062 0.0215 0.0426
0.0401 -0.0292 -0.0684
-0.0686 -0.0057 -0.1364
0.0475 -0.0376 0.0181
-0.0022 0.0430 0.0415
0.0060 0.0063 0.0080
0.0002 -0.0033 -0.0062
-0.0030 -0.0004 -0.0028
-0.0020 0.0039 -0.0010
-0.0244 0.0648 0.0314
0.0179 0.0467 -0.0913
-0.0100 -0.0185 0.0683
0.0082 -0.0367 0.0129
0.0340 0.0254 0.0082
-0.0291 -0.0250 -0.0138
-0.0173 -0.0014 0.0432
0.0097 0.0468 -0.0142
0.3468 0.0525 -0.0977
-0.0454 0.0690 -0.0585
-0.0422 -0.0238 0.0038
0.0033 0.0245 -0.0145
-0.0124 -0.0207 0.0042
-0.0148 -0.0071 -0.0081
0.0480 0.0087 -0.0403
0.1143 -0.4042 0.1696
-0.2647 0.1834 -0.2106
-0.0373 0.0214 0.0866
0.1145 -0.0254 -0.0387
0.0571 -0.1081 0.0181
-0.1269 0.1614 0.0452
-0.0026 0.0092 0.0058
0.0030 -0.0029 0.0046
-0.0027 0.0029 0.0008
0.0104 -0.0064 -0.0145
-0.0053 0.0137 0.0056
-0.0051 0.0020 -0.0024
-0.0033 -0.0019 -0.0004
-0.0036 -0.0040 0.0009
-0.0063 0.0018 0.0142
-0.0012 -0.0208 0.0320
-0.0523 -0.0107 0.0433
-0.0601 -0.0053 -0.0342
0.0234 -0.0154 0.0205
0.0165 0.0078 -0.0191
0.4280 -0.0287 0.0558
-0.0873 -0.0120 0.0747
0.0130 0.0173 0.0799
0.0342 -0.0143 -0.0075
0.0081 -0.0200 -0.0287
-0.0041 0.0162 0.0249
0.0213 0.0179 0.0030
-0.0270 -0.0113 -0.0624
0.0157 0.0980 -0.1441
-0.0025 -0.0204 0.0060
0.0476 0.0653 0.0129
-0.0497 -0.0503 -0.0130
0.0327 -0.0290 0.0146
-0.1558 0.0232 0.0550
0.0059 -0.0001 0.0008
-0.0030 -0.0011 -0.0017
0.0020 0.0068 0.0058
0.0003 0.0076 0.0048
-0.0068 0.0031 0.0093
0.0089 0.0060 0.0143
-0.0004 0.0052 0.0035
0.0101 0.0008 0.0029
-0.0148 -0.0040 -0.0130
0.0215 -0.0157 0.0039